1.
Here is a structure of composition C42H52BHfN12S2 from the Open Molecules 2025 dataset. Energies are from ωB97M-V/def2-TZVPD.

```
110
Properties=species:S:1:pos:R:3:forces:R:3
Hf -0.4999 0.1216 0.3312 0.2 0.0 -0.4
C -3.2170 0.6557 -2.3626 0.0 0.0 0.0
C -3.6366 0.1553 -1.0214 0.0 0.0 0.0
C -4.8783 -0.3747 -0.6795 0.0 -0.1 0.0
C -4.7987 -0.6452 0.6715 0.0 0.1 0.0
N -3.5954 -0.2638 1.1134 0.1 -0.1 0.0
N -2.8476 0.2007 0.0690 0.0 0.0 0.0
B -3.0065 -0.3976 2.5477 -0.1 0.0 0.0
N -2.1668 0.8746 2.8551 0.0 0.0 0.0
C -2.3550 1.7173 3.8728 0.0 0.0 0.0
C -1.4820 2.7796 3.7372 0.0 0.0 0.0
C -0.7602 2.5160 2.5828 0.0 0.0 0.0
C 0.2490 3.3943 1.9309 0.0 0.0 0.0
N -1.1692 1.3432 2.0537 0.0 0.0 0.1
N -2.0676 -1.6298 2.5331 0.0 0.0 0.0
C -2.1686 -2.7924 3.1753 0.0 0.0 0.0
C -1.2016 -3.6523 2.6888 0.0 0.0 0.0
C -0.5239 -2.9379 1.7148 0.0 0.1 0.0
C 0.6362 -3.4466 0.9233 0.0 0.0 0.0
N -1.0487 -1.6899 1.6166 0.0 -0.1 0.0
N -4.1089 -0.4927 3.5608 0.0 0.0 0.0
C -5.2456 0.2593 3.6250 0.0 0.1 0.0
C -5.7381 0.1698 4.8950 0.0 0.0 0.0
C -4.8247 -0.6655 5.5837 0.1 0.0 0.0
C -4.8665 -1.1015 7.0105 0.0 0.0 0.0
N -3.8409 -1.0363 4.7856 0.0 0.0 0.0
H -4.0026 0.4566 -3.0882 0.0 0.0 0.0
H -2.2994 0.1837 -2.7164 0.0 0.0 0.0
H -3.0483 1.7326 -2.3395 0.0 0.0 0.0
H -5.7264 -0.5168 -1.3266 0.0 0.0 0.0
H -5.5257 -1.0652 1.3462 0.0 0.0 0.0
H -3.0986 1.5101 4.6249 0.0 0.0 0.0
H -1.3862 3.6324 4.3861 0.0 0.0 0.0
H 0.8411 3.9143 2.6829 0.0 0.0 0.0
H -0.2592 4.1452 1.3225 0.0 0.0 0.0
H 0.9236 2.8315 1.2900 0.0 0.0 0.0
H -2.9090 -2.9160 3.9460 0.0 0.0 0.0
H -1.0121 -4.6642 3.0019 0.0 0.0 0.0
H 0.5567 -4.5278 0.8221 0.0 0.0 0.0
H 1.5712 -3.2435 1.4495 0.0 0.0 0.0
H 0.7041 -3.0202 -0.0750 0.0 0.0 0.0
H -5.6118 0.8156 2.7775 0.0 0.0 0.0
H -6.6375 0.6199 5.2790 0.0 0.0 0.0
H -5.8923 -1.1543 7.3702 0.0 0.0 0.0
H -4.3272 -0.3980 7.6463 0.0 0.0 0.0
H -4.4047 -2.0799 7.1258 0.0 0.0 0.0
S 2.4808 0.3017 -0.8493 -0.2 0.0 0.0
C 2.4249 2.0427 -1.1132 0.0 0.0 0.0
N 3.5964 2.6625 -1.3701 0.0 0.0 0.0
C 3.5296 3.9493 -2.0573 0.0 0.0 0.0
C 2.5110 4.8063 -1.3558 0.0 0.0 0.0
N 1.2299 4.1035 -1.3337 0.0 0.0 0.0
C 0.0559 4.9755 -1.4620 0.0 0.0 0.0
C -0.0365 5.5782 -2.8436 0.0 0.0 0.0
C -0.1694 6.9510 -2.9995 0.0 0.0 0.0
C -0.2629 7.5057 -4.2696 0.0 0.0 0.0
C -0.2142 6.6891 -5.3878 0.0 0.0 0.0
C -0.0759 5.3145 -5.2372 0.0 0.0 0.0
C 0.0109 4.7603 -3.9703 0.0 0.0 0.0
C 1.2057 2.7661 -1.2473 -0.1 0.0 0.0
S -0.3567 1.9804 -1.3865 0.0 0.0 0.0
C 4.9303 2.0572 -1.2042 0.0 0.0 0.0
C 5.9361 3.0449 -0.6693 0.0 0.0 0.0
C 5.6807 3.7685 0.4931 0.0 0.0 0.0
C 6.6205 4.6616 0.9819 0.0 0.0 0.0
C 7.8281 4.8343 0.3170 0.0 0.0 0.0
C 8.0891 4.1151 -0.8386 0.0 0.0 0.0
C 7.1425 3.2272 -1.3328 0.0 0.0 0.0
H 3.2417 3.7913 -3.1016 0.0 0.0 0.0
H 4.5103 4.4152 -2.0260 0.0 0.0 0.0
H 2.3676 5.7433 -1.8924 0.0 0.0 0.0
H 2.8305 5.0302 -0.3332 0.0 0.0 0.0
H 0.1653 5.7672 -0.7166 0.0 0.0 0.0
H -0.8338 4.4024 -1.2151 0.0 0.0 0.0
H -0.2029 7.5934 -2.1268 0.0 0.0 0.0
H -0.3683 8.5762 -4.3829 0.0 0.0 0.0
H -0.2825 7.1208 -6.3771 0.0 0.0 0.0
H -0.0402 4.6761 -6.1101 0.0 0.0 0.0
H 0.1093 3.6859 -3.8575 0.0 0.0 0.0
H 5.2633 1.6705 -2.1716 0.0 0.0 0.0
H 4.8244 1.2052 -0.5367 0.0 0.0 0.0
H 4.7439 3.6351 1.0229 0.0 0.0 0.0
H 6.4172 5.2196 1.8863 0.0 0.0 0.0
H 8.5633 5.5284 0.7012 0.0 0.0 0.0
H 9.0275 4.2466 -1.3600 0.0 0.0 0.0
H 7.3475 2.6710 -2.2401 0.0 0.0 0.0
C 3.8149 -0.9743 1.7973 0.0 0.0 0.0
C 2.6321 -0.0202 1.9926 0.1 0.0 -0.1
C 1.8159 -0.4719 3.2066 0.0 0.0 0.0
C 3.1824 1.3794 2.2531 0.0 0.0 0.0
C 1.6963 -0.0445 0.7605 0.0 0.0 0.3
H 4.4408 -0.9899 2.6906 0.0 0.0 0.0
H 4.4438 -0.6666 0.9595 0.0 0.0 0.0
H 3.4828 -1.9973 1.6073 0.0 0.0 0.0
H 2.4437 -0.4753 4.0992 0.0 0.0 0.0
H 1.4216 -1.4833 3.0812 0.0 0.0 0.0
H 0.9745 0.1996 3.3959 0.0 0.0 0.0
H 3.9122 1.3482 3.0635 0.0 0.0 0.0
H 2.3966 2.0745 2.5437 0.0 0.0 0.0
H 3.6913 1.7705 1.3717 0.0 0.0 0.0
H 1.5235 -1.1330 0.5687 0.0 0.0 0.1
N -1.6217 -3.0624 -2.4943 0.0 0.0 0.0
C -0.6046 -2.5494 -3.2681 0.0 0.0 0.0
C -0.0687 -1.5362 -2.5462 0.0 0.0 0.0
N -0.7465 -1.4320 -1.3395 0.0 0.0 0.0
C -1.6804 -2.3739 -1.3534 0.0 0.0 0.0
H -2.2276 -3.8300 -2.7398 0.0 0.0 0.0
H -0.3650 -2.9431 -4.2394 0.0 0.0 0.0
H 0.7401 -0.8724 -2.7927 0.0 0.0 0.0
H -2.3914 -2.5693 -0.5674 0.0 0.0 0.0
```
Forces are in eV/Å.

Summary:
- Expectation value of S²: 0.76
- Charge: +2
- 2S+1: 2
- LUMO energy (alpha / beta): -5.16 / -6.09 eV

Results of the Löwdin charge analysis, in e, for atoms 1 through 2: number 1, Hf, carries 1.53; number 2, C, carries -0.04

2.
Here is a structure of composition C42H52BiBrGeN6O3S2SbSi3 from the Open Molecules 2025 dataset. Energies are from ωB97M-V/def2-TZVPD.

```
112
Properties=species:S:1:pos:R:3:forces:R:3
Bi -0.7915 0.0773 0.8375 -0.3 0.9 0.1
Br 3.0348 -1.2797 0.9150 0.0 0.4 0.1
C 2.8884 0.4277 1.7739 0.2 -0.3 -0.2
C 4.0462 1.0460 2.2395 -0.6 0.1 -0.3
C 3.8846 2.3471 2.7354 -0.7 -0.8 -0.4
C 2.6240 2.9391 2.6526 -0.3 0.4 0.3
C 1.5238 2.1575 2.2737 1.3 1.4 0.0
N 1.6627 0.9381 1.8427 0.5 -1.9 -0.4
C 0.1480 2.7330 2.3409 -0.6 0.6 0.8
O 0.0208 3.9314 2.5662 -0.1 -0.7 -0.3
O -0.8081 1.8550 2.3064 0.2 -0.1 -0.6
H 5.0370 0.5832 2.1438 -0.6 0.1 0.2
H 4.7615 2.7632 3.1800 0.2 0.9 0.0
H 2.3615 3.9852 2.8682 0.5 -0.6 0.2
S -2.6822 -1.0569 -1.2407 0.0 0.6 0.1
C -3.5537 0.3404 -1.6391 0.1 -1.3 -0.8
C -4.2737 0.2831 -2.9019 1.0 0.0 2.1
N -4.8494 0.2124 -3.8770 -0.9 -0.1 -1.7
C -3.6869 1.4902 -0.8895 -0.3 0.3 0.7
S -2.9007 1.7929 0.6035 -0.3 -0.1 -0.8
C -4.6580 2.4479 -1.3816 -0.3 1.5 0.5
N -5.3787 3.3233 -1.6353 0.8 -1.2 0.1
C -2.3301 -1.2103 6.2682 -1.0 -0.3 -0.1
Si -1.9746 -0.1211 4.7844 -0.4 1.5 0.6
C -0.5031 0.9485 5.3412 0.0 -0.1 -1.0
C -3.5284 0.9098 4.3857 -0.2 -0.4 0.5
Ge -1.7723 -1.4689 2.8882 1.3 -0.1 -0.5
Si -3.7638 -2.5543 2.3774 -0.3 -0.2 0.0
C -4.3789 -3.1455 4.0309 -0.1 0.9 0.1
C -4.9647 -1.3559 1.6397 0.2 0.3 -1.0
C -3.6615 -3.9873 1.2180 0.2 -0.1 1.3
Si -0.0659 -3.1727 2.8895 0.0 -0.2 -0.3
C 1.5150 -2.7843 3.8316 -0.9 -0.1 1.0
C 0.3207 -3.6206 1.0845 0.2 2.1 0.0
C -0.8290 -4.7079 3.6483 0.5 0.4 1.8
H -1.9890 -0.7704 7.2007 0.3 0.0 0.0
H -1.8310 -2.1557 6.0770 0.1 -0.3 0.4
H -3.4142 -1.4111 6.4127 0.6 0.0 -0.2
H -0.4119 1.8991 4.7968 -0.1 -0.4 0.0
H 0.4354 0.3873 5.2305 -0.1 0.2 0.1
H -0.6466 1.1947 6.3797 0.0 0.0 0.5
H -3.8578 1.5407 5.2277 0.3 -0.1 -0.2
H -4.3570 0.1815 4.2518 0.4 0.4 -0.2
H -3.4139 1.5351 3.4945 -0.1 -0.1 0.1
H -4.5513 -2.2577 4.6400 -0.5 0.2 -0.1
H -3.6871 -3.6718 4.6605 0.3 -0.9 -0.1
H -5.3142 -3.6662 3.8426 -0.1 -0.2 0.4
H -4.8820 -0.4742 2.2567 -0.3 0.6 0.0
H -5.9992 -1.7203 1.6321 0.2 0.1 -0.1
H -4.6364 -1.0786 0.5900 -0.5 -0.3 1.2
H -2.9145 -4.6998 1.5621 -0.1 -0.2 -0.4
H -3.4441 -3.5672 0.2734 0.3 0.0 -1.3
H -4.6574 -4.4207 1.2431 -0.1 -0.3 -0.2
H 2.0976 -1.9873 3.4066 0.0 0.7 0.2
H 2.1790 -3.6203 3.7760 0.4 -1.0 -0.2
H 1.2958 -2.6901 4.9294 0.2 0.4 -1.0
H -0.0085 -2.7956 0.3905 0.3 -0.8 0.4
H -0.1858 -4.5135 0.8114 -0.4 -0.8 -0.4
H 1.4016 -3.6986 0.9561 -0.1 -0.3 -0.1
H -1.0084 -4.5240 4.7614 0.2 -0.4 -1.3
H -0.1384 -5.5590 3.5451 -0.2 0.2 0.1
H -1.7746 -4.9413 3.2004 -0.5 -0.3 -0.2
C 2.0285 2.8668 -6.4402 -0.1 1.5 0.2
C 2.0190 1.5124 -6.4739 -0.4 -1.2 0.1
C 2.0910 0.8129 -5.2632 0.4 -0.5 -0.4
C 2.2123 1.5061 -4.0724 0.0 -0.5 0.2
C 2.2983 2.8969 -4.0311 0.3 -0.8 -0.6
C 2.2330 3.5522 -5.2226 0.1 0.8 -1.3
Sb 2.4694 0.6485 -2.1806 0.1 -0.2 1.0
C 4.5482 0.2402 -2.4714 -0.4 -0.8 -0.5
C 5.0930 -0.3855 -3.5831 1.3 -0.7 -1.7
C 6.4941 -0.4133 -3.8043 -0.1 0.2 0.4
C 7.3691 0.1951 -2.8775 -0.4 0.0 -1.0
C 6.8122 0.8103 -1.7806 -0.1 0.4 1.0
C 5.4124 0.7495 -1.5488 1.7 1.2 0.6
C 1.7084 -1.3051 -2.5396 0.5 0.1 -0.2
C 2.5166 -2.4394 -2.4957 -0.1 -0.3 0.8
C 1.9304 -3.7079 -2.5363 2.1 0.1 -0.2
C 0.5937 -3.8637 -2.6671 -1.3 1.3 -0.5
C -0.2245 -2.7360 -2.7844 0.8 0.8 0.4
C 0.3332 -1.4345 -2.6915 0.3 -2.8 -0.3
H 1.8303 3.4325 -7.3511 0.4 0.0 0.2
H 1.9154 0.9782 -7.4182 0.0 0.1 0.2
H 2.1453 -0.2906 -5.3085 -0.2 0.6 0.3
H 2.5240 3.3879 -3.1032 -0.1 0.4 0.3
H 2.4289 4.6140 -5.2815 -0.3 0.2 0.1
H 4.4645 -0.8529 -4.3727 0.3 0.5 0.7
H 6.9763 -0.8322 -4.7028 -0.7 0.0 0.4
H 8.4421 0.2748 -3.1170 -0.6 -0.1 0.3
H 7.4663 1.4098 -1.1106 -0.6 -0.7 -0.3
H 5.0307 1.2529 -0.6633 0.0 0.0 0.0
H 3.5892 -2.3702 -2.2711 -0.4 0.1 -0.4
H 2.5944 -4.5708 -2.5445 -0.2 0.0 0.2
H 0.1703 -4.8222 -2.7587 -0.5 -1.1 0.0
H -1.2817 -2.8577 -2.9065 -0.4 0.0 -0.1
H -0.2800 -0.5886 -2.7610 -0.8 1.1 0.1
C -1.0986 4.9349 -0.3809 0.0 0.4 0.5
N -1.1097 4.0370 -1.5618 0.1 -0.6 1.0
C -2.1122 4.1474 -2.4592 0.1 1.1 1.0
C -2.3363 3.2246 -3.3931 0.2 -0.8 -0.2
C -1.5006 2.0366 -3.3991 -0.3 1.2 -0.9
N -0.5397 1.9124 -2.5372 0.7 0.1 1.6
C -0.3204 2.8865 -1.5444 -0.2 -0.2 -1.2
O 0.5641 2.8057 -0.7178 0.3 -0.6 0.6
N -1.6822 1.1038 -4.3761 -0.9 1.3 0.4
H -0.4031 4.5989 0.4424 -0.8 0.2 -1.3
H -2.1232 4.9930 0.0369 0.5 -0.2 -0.2
H -0.8405 5.9563 -0.7129 0.1 -0.4 0.2
H -2.6758 5.0622 -2.2526 -0.2 -0.4 -0.7
H -3.1250 3.3762 -4.0756 -0.8 -0.1 -0.7
H -2.4030 1.2818 -5.0731 0.5 -0.3 0.4
H -1.0078 0.3907 -4.5112 0.5 -0.5 -0.1
```
Forces are in eV/Å.

Summary:
- Expectation value of S²: 0.77
- Charge: 0
- 2S+1: 2
- LUMO energy (alpha / beta): -0.60 / -2.86 eV

Results of the Löwdin charge analysis, in e, for atoms 1 through 2: number 1, Bi, carries 1.28; number 2, Br, carries 0.82

3.
Here is a structure of composition C42H52BrINO4PSc from the Open Molecules 2025 dataset. Energies are from ωB97M-V/def2-TZVPD.

```
103
Properties=species:S:1:pos:R:3:forces:R:3
Sc -0.1693 -0.8020 0.8130 0.6 0.0 -0.1
O -3.6508 -3.7223 0.5974 0.1 0.1 0.0
C -2.6305 -3.6719 1.1644 -0.1 -0.2 0.0
O -1.3543 -1.9057 -0.6772 0.0 -0.1 -0.1
C -1.4127 -3.6555 1.6906 0.1 0.1 0.0
C -0.8271 -4.8714 2.2822 -0.1 0.0 0.0
C -0.1705 -4.7257 3.4412 0.0 0.0 0.1
C -0.0466 -3.4088 4.0395 0.0 0.0 -0.1
C -0.2697 -2.3239 3.2706 -0.1 -0.1 -0.1
N -0.7426 -2.4173 1.9443 -0.1 0.1 0.0
C 0.1163 -0.9557 3.7118 0.1 0.0 -0.2
O 2.7842 -1.4120 4.1394 0.2 -0.1 0.0
O 0.3513 -0.2837 2.6075 -0.2 0.1 0.4
H -0.9844 -5.8353 1.8163 0.0 0.0 0.0
H 0.2599 -5.5861 3.9373 0.0 0.0 0.0
H 0.2882 -3.2707 5.0572 0.0 0.0 0.0
C 5.0408 -3.0206 1.6531 0.0 0.0 0.0
C 4.1316 -1.9590 2.2765 -0.1 0.0 0.1
C 3.4530 -2.4984 3.5285 0.0 0.1 -0.1
C 3.1543 -1.4340 1.2442 0.0 0.0 0.0
C 2.3599 -2.2983 0.5000 0.0 -0.1 0.1
C 1.7339 -1.9221 -0.6966 0.0 0.0 -0.2
C 1.3624 -3.1405 -1.5633 0.0 0.0 0.0
C 2.6866 -3.7433 -2.0724 0.0 0.0 0.0
C 0.3771 -3.0373 -2.7466 0.0 0.0 0.0
C 1.7315 -0.5464 -1.0454 -0.1 0.1 0.0
C 2.4278 0.3708 -0.2161 -0.1 -0.1 -0.1
C 3.1335 -0.0950 0.8881 0.0 0.0 0.1
C 2.5770 1.8264 -0.5973 0.0 0.0 0.0
C 3.8971 2.0231 -1.3526 0.0 0.0 0.0
C 2.4973 2.7706 0.6038 0.0 0.0 0.0
C 1.1774 -0.0981 -2.3727 0.0 0.0 0.0
C 2.0093 -0.3372 -3.4661 0.0 0.0 0.0
C 1.5835 -0.1319 -4.7658 0.0 0.0 0.0
C 0.2908 0.3115 -4.9960 0.0 0.0 0.0
C -0.5294 0.6049 -3.9202 0.0 0.0 0.1
C -0.1061 0.4442 -2.5961 0.0 0.0 0.0
P -1.1989 0.9232 -1.1918 0.0 0.0 0.0
C -1.6250 2.7501 -1.3942 0.0 -0.1 -0.1
C -1.9612 3.2024 -2.8181 0.0 0.0 0.0
C -2.8029 3.0779 -0.4719 0.0 0.1 0.1
C -0.4133 3.5560 -0.9285 0.0 0.0 0.1
C -2.7890 -0.0879 -1.3403 0.0 0.0 0.0
C -3.8002 0.2928 -2.4217 0.0 0.0 0.0
C -2.3626 -1.5166 -1.6305 -0.1 0.0 0.0
C -3.4694 -0.0651 0.0378 -0.1 -0.1 0.0
H 5.8243 -3.3034 2.3560 0.0 0.0 0.0
H 5.5163 -2.6405 0.7483 0.0 0.0 0.0
H 4.4854 -3.9239 1.3928 0.0 0.0 0.0
H 4.7442 -1.1134 2.5980 0.0 0.0 0.0
H 2.7545 -3.3050 3.2593 0.0 0.0 0.0
H 2.5539 -1.6383 5.0457 -0.2 0.1 0.0
H 4.2217 -2.9217 4.1834 0.0 0.0 0.0
H 2.3175 -3.3471 0.7746 0.0 0.0 0.0
H 0.9490 -3.8640 -0.8531 0.0 0.0 0.0
H 3.1603 -3.0704 -2.7893 0.0 0.0 0.0
H 2.4894 -4.6878 -2.5801 0.0 0.0 0.0
H 3.3915 -3.9291 -1.2627 0.0 0.0 0.0
H -0.0019 -2.0395 -2.9248 0.0 0.0 0.0
H -0.4764 -3.7008 -2.5962 0.0 0.0 0.0
H 0.8647 -3.3560 -3.6673 0.0 0.0 0.0
H 3.7154 0.6056 1.4730 0.0 0.0 0.0
H 1.7693 2.0660 -1.2845 0.0 0.0 0.0
H 4.7427 1.7514 -0.7176 0.0 0.0 0.0
H 4.0117 3.0690 -1.6403 0.0 0.0 0.0
H 3.9390 1.4146 -2.2565 0.0 0.0 0.0
H 3.4109 2.7344 1.1986 0.0 0.0 0.0
H 1.6583 2.5304 1.2606 0.0 0.0 0.0
H 2.3794 3.7990 0.2605 0.0 0.0 0.0
H 3.0047 -0.7238 -3.2843 0.0 0.0 0.0
H 2.2503 -0.3387 -5.5924 0.0 0.0 0.0
H -0.0749 0.4465 -6.0051 0.0 0.0 0.0
H -1.5235 0.9746 -4.1183 0.0 0.0 0.0
H -2.7975 2.6618 -3.2581 0.0 0.0 0.0
H -1.1005 3.1332 -3.4805 0.0 0.0 0.0
H -2.2474 4.2558 -2.7673 0.0 0.0 0.0
H -3.7497 2.6919 -0.8451 0.0 0.0 0.0
H -2.8931 4.1649 -0.4129 0.0 0.0 0.0
H -2.6421 2.7108 0.5411 0.0 0.0 0.0
H 0.4226 3.4510 -1.6195 0.0 0.0 0.0
H -0.1003 3.2824 0.0795 0.0 0.0 0.0
H -0.6896 4.6121 -0.9106 0.0 0.0 0.0
H -3.3721 0.2426 -3.4223 0.0 0.0 0.0
H -4.2087 1.2870 -2.2644 0.0 0.0 0.0
H -4.6384 -0.4084 -2.3892 0.0 0.0 0.0
H -1.9625 -1.6177 -2.6393 0.0 0.0 0.0
H -3.2223 -2.1794 -1.5140 0.0 0.0 0.0
H -1.3794 -2.8650 -0.5183 0.0 0.0 0.1
H -3.8482 0.9179 0.3042 0.0 -0.1 0.0
H -2.8087 -0.3834 0.8534 0.0 0.0 0.0
H -4.3103 -0.7633 0.0296 0.0 0.0 0.0
Br -0.6146 5.7071 2.3386 0.0 -0.1 0.0
C -2.3707 5.0879 2.6835 0.1 0.0 0.0
C -3.4034 6.0080 2.5736 -0.1 0.0 0.0
C -4.7075 5.6172 2.8347 0.0 0.1 0.0
C -4.9776 4.3121 3.2137 0.0 -0.1 0.0
C -3.9440 3.3932 3.3208 -0.1 0.1 -0.1
C -2.6352 3.7725 3.0458 0.1 0.0 0.0
I -1.1586 2.2985 3.1782 -0.1 0.0 0.0
H -3.1775 7.0278 2.2947 0.0 0.0 0.0
H -5.5086 6.3393 2.7532 0.0 0.0 0.0
H -5.9914 4.0052 3.4333 0.0 0.0 0.0
H -4.1487 2.3747 3.6218 0.0 0.0 0.0
```
Forces are in eV/Å.

Summary:
- Charge: +1
- 2S+1: 1
- LUMO energy: -2.54 eV

Results of the Löwdin charge analysis, in e, for atoms 1 through 2: number 1, Sc, carries 0.93; number 2, O, carries 0.18

Across the entries above, E takes the values -85927.268 -243722.099 -162204.644 eV, respectively.
Across the entries above, strongest force on any atom takes the values 0.0087 0.0547 0.0118 hartree/bohr, respectively.